# 1
This record from the OMol25 dataset describes a 13-piece molecular cluster, C4H24BO20 overall. The level of theory is ωB97M-V with the def2-TZVPD basis set.

Last column: Löwdin charge in e.
Geometry (Å):
1 O -2.32 2.91 1.79  0.107
2 C -1.31 2.48 1.23  -0.348
3 O -1.17 1.46 0.41  0.251
4 B 0.18 1.37 -0.09  -0.881
5 O 0.90 2.38 0.65  0.244
6 C 0.07 3.14 1.34  -0.373
7 O 0.42 4.06 2.05  0.123
8 O 0.37 1.57 -1.56  0.207
9 C 0.72 0.46 -2.22  -0.321
10 O 0.99 0.25 -3.43  0.079
11 C 1.01 -0.54 -1.07  -0.390
12 O 0.65 -0.04 0.09  0.215
13 O 1.54 -1.65 -1.18  0.091
14 O 4.52 -6.07 -0.30  -0.054
15 H 4.81 -6.19 0.60  0.026
16 H 4.11 -5.21 -0.31  0.029
17 O -1.91 -3.39 3.29  -0.054
18 H -1.91 -2.83 2.52  0.029
19 H -1.05 -3.24 3.69  0.015
20 O -4.78 -1.96 -0.37  -0.052
21 H -5.17 -2.37 -1.14  0.025
22 H -4.57 -1.07 -0.64  0.028
23 O 0.03 -6.32 -3.16  -0.053
24 H 0.31 -6.92 -2.46  0.029
25 H 0.28 -5.46 -2.84  0.030
26 O -0.48 -1.21 -8.51  -0.055
27 H -1.27 -1.06 -7.99  0.029
28 H 0.23 -0.84 -7.98  0.030
29 O 1.99 -2.89 4.13  -0.052
30 H 2.13 -3.04 3.20  0.030
31 H 2.49 -2.10 4.33  0.031
32 O 6.97 -1.01 -4.33  -0.057
33 H 6.93 -0.42 -3.57  0.027
34 H 6.09 -0.98 -4.70  0.030
35 O -7.68 3.23 3.09  -0.056
36 H -6.74 3.23 3.27  0.030
37 H -7.74 3.23 2.14  0.026
38 O -2.89 8.42 3.08  -0.057
39 H -2.11 8.00 3.44  0.029
40 H -3.13 7.87 2.33  0.028
41 O 4.29 6.08 3.98  -0.057
42 H 4.42 6.21 3.04  0.028
43 H 3.35 5.91 4.08  0.028
44 O 0.41 -5.24 -7.13  -0.053
45 H 0.22 -4.31 -7.24  0.021
46 H 0.41 -5.38 -6.18  0.021
47 O -1.71 3.28 7.20  -0.056
48 H -0.93 2.73 7.13  0.027
49 H -1.95 3.48 6.30  0.029

Summary:
* DFT total energy: -46171.562 eV
* total charge: -1
* E_HOMO: -7.910 eV
* gap between HOMO and LUMO: 9.75 eV
* energy above the lowest of the compared OMol25 structures with the same formula, charge and spin: 247.5 kJ/mol

***

# 2
This record from the OMol25 dataset describes C4H24BO20Ti as an isolated structure. The level of theory is ωB97M-V with the def2-TZVPD basis set.

Last column: Löwdin spin population.
Geometry (Å):
1 Ti -3.75 -2.88 -2.00  3.317
2 O -1.91 -1.28 -1.96  0.125
3 C -1.26 -0.71 -1.06  0.159
4 O -1.08 -0.95 0.18  0.084
5 B -0.11 -0.08 0.87  0.007
6 O 0.25 0.92 -0.13  0.011
7 C -0.36 0.57 -1.28  0.050
8 O -0.30 1.03 -2.39  0.052
9 O 1.06 -0.76 1.32  0.002
10 C 1.12 -0.66 2.64  0.000
11 O 2.09 -1.05 3.30  0.000
12 C -0.12 0.08 3.15  0.000
13 O -0.77 0.52 2.06  0.001
14 O -0.44 0.33 4.32  0.000
15 O -3.30 0.51 3.46  0.001
16 H -2.57 0.01 3.08  0.000
17 H -3.59 -0.02 4.21  0.000
18 O -1.67 0.80 6.65  0.000
19 H -1.32 0.94 5.77  0.000
20 H -2.12 -0.04 6.60  0.000
21 O 0.76 3.43 1.57  0.000
22 H 1.12 3.96 0.86  0.000
23 H 0.79 2.53 1.23  0.000
24 O 0.45 -3.28 -3.30  0.027
25 H 0.42 -4.23 -3.33  0.003
26 H -0.35 -3.03 -2.83  0.025
27 O 3.78 -3.23 1.32  0.000
28 H 3.20 -2.56 0.96  0.000
29 H 4.27 -2.78 2.01  0.000
30 O 2.50 2.87 -1.23  0.000
31 H 2.92 2.67 -0.39  0.000
32 H 1.96 2.10 -1.42  0.000
33 O 3.19 -0.31 -0.61  0.000
34 H 2.56 -0.64 0.03  0.000
35 H 3.59 0.45 -0.19  0.000
36 O -4.35 -1.05 -3.36  0.103
37 H -4.51 -0.19 -2.97  0.006
38 H -3.51 -0.97 -3.81  0.006
39 O -2.36 2.75 -3.23  0.003
40 H -1.80 2.11 -2.79  0.001
41 H -2.52 3.43 -2.57  0.000
42 O 0.81 -0.63 -4.53  0.002
43 H 0.55 -0.04 -3.83  0.001
44 H 0.95 -1.47 -4.09  0.001
45 O 3.46 1.41 4.34  0.000
46 H 4.39 1.43 4.56  0.000
47 H 3.24 0.48 4.31  0.000
48 O -2.10 -0.63 -5.04  0.010
49 H -2.03 -1.15 -5.84  0.001
50 H -1.24 -0.70 -4.63  0.001

Summary:
* DFT total energy: -69283.814 eV
* spin multiplicity: 5
* total charge: -1
* E_HOMO (spin up / spin down): -2.859 / -8.475 eV
* gap between HOMO and LUMO (spin up / spin down): 4.46 / 10.16 eV

***

# 3
This record from the OMol25 dataset describes C4H24N2O7 as an isolated structure. The level of theory is ωB97M-V with the def2-TZVPD basis set.

Last column: Löwdin spin population.
Geometry (Å):
1 O 2.94 -1.44 -2.64  0.303
2 C 1.76 -1.55 -2.45  0.332
3 C 0.97 -0.77 -1.45  0.109
4 C 1.10 -1.45 -0.01  0.056
5 C -0.26 -1.68 0.75  0.007
6 N 0.05 -1.68 2.29  0.006
7 N 1.38 0.70 -1.28  0.040
8 H 1.01 -2.28 -3.05  0.035
9 H -0.13 -0.84 -1.78  0.013
10 H 1.78 -0.73 0.49  0.009
11 H 1.50 -2.57 -0.10  0.004
12 H -0.66 -2.63 0.73  0.002
13 H -1.10 -0.95 0.44  0.000
14 H 0.45 -0.77 2.53  0.002
15 H 0.71 -2.36 2.70  0.003
16 H -1.10 -1.66 2.86  0.002
17 H 2.41 0.75 -1.19  0.001
18 H 0.89 1.30 -0.47  0.015
19 H 1.00 1.11 -2.09  0.011
20 H -0.61 2.84 -2.30  0.002
21 H -1.04 1.45 -1.45  0.001
22 O -0.52 2.18 -1.57  0.009
23 H 2.94 2.77 -3.01  0.002
24 H 2.23 3.44 -2.05  0.002
25 O 2.74 2.51 -2.15  0.008
26 H -1.31 -1.50 4.68  0.001
27 H -2.58 -0.67 3.92  0.000
28 O -1.76 -1.06 4.01  0.004
29 H -3.77 -0.77 2.01  0.000
30 H -3.41 0.54 1.34  0.000
31 O -2.99 -0.19 1.87  0.002
32 H 0.69 3.17 2.41  0.001
33 H 1.13 2.49 3.69  0.000
34 O 0.97 2.32 2.69  0.005
35 H -2.17 -0.70 -3.71  0.002
36 H -3.09 0.49 -3.43  0.001
37 O -2.17 0.17 -3.22  0.010

Summary:
* DFT total energy: -21837.126 eV
* spin multiplicity: 2
* total charge: +1
* E_HOMO (spin up / spin down): -5.823 / -9.976 eV
* gap between HOMO and LUMO (spin up / spin down): 2.74 / 6.87 eV
* energy above the lowest of the compared OMol25 structures with the same formula, charge and spin: 280.5 kJ/mol

***

# 4
This record from the OMol25 dataset describes a 9-piece molecular cluster, C4H24O8 overall. The level of theory is ωB97M-V with the def2-TZVPD basis set.

Last column: Löwdin charge in e.
Geometry (Å):
1 C -2.76 0.28 -0.41  -0.091
2 C -1.30 0.64 -0.09  -0.268
3 C -1.03 2.05 0.35  -0.169
4 C -0.60 3.04 -0.42  0.009
5 H -3.20 1.01 -1.09  0.068
6 H -2.71 -0.61 -1.06  0.069
7 H -3.41 0.14 0.47  0.067
8 H -0.77 0.36 -1.04  0.089
9 H -1.02 -0.01 0.74  0.043
10 H -1.46 2.22 1.32  0.086
11 H -0.61 4.11 -0.25  0.048
12 H -0.26 2.95 -1.44  0.042
13 H -1.06 -1.59 2.05  0.020
14 H -0.07 -1.55 1.03  0.033
15 O -0.12 -1.83 1.96  -0.071
16 H 2.33 -1.92 2.09  -0.021
17 H 2.34 -3.38 1.87  0.043
18 O 2.96 -2.64 1.85  -0.074
19 H 2.61 1.75 -1.96  0.043
20 H 1.32 1.35 -2.44  -0.002
21 O 2.22 1.46 -2.80  -0.066
22 H 0.98 -0.26 2.93  0.040
23 H 1.65 0.04 1.57  0.016
24 O 1.83 -0.25 2.48  -0.071
25 H 0.50 -1.55 -2.77  -0.004
26 H 1.65 -1.92 -1.76  -0.006
27 O 0.80 -2.19 -2.09  -0.080
28 H -1.21 -0.11 -3.17  0.079
29 H -0.02 0.48 -3.88  0.079
30 O -0.26 0.02 -3.07  -0.065
31 H 2.48 -1.22 0.43  0.026
32 H 2.88 -0.50 -0.83  0.057
33 O 2.20 -0.47 -0.14  -0.063
34 H -1.82 0.61 3.50  0.065
35 H -2.95 -0.44 3.16  0.061
36 O -2.11 -0.07 2.89  -0.034

Summary:
* DFT total energy: -20916.231 eV
* structure (SMILES): C=CCC.O.O.O.O.O.O.O.O
* total charge: 0
* E_HOMO: -9.818 eV
* gap between HOMO and LUMO: 9.91 eV
* energy above the lowest of the compared OMol25 structures with the same formula, charge and spin: 142.3 kJ/mol

***

# 5
This record from the OMol25 dataset describes a 8-piece molecular cluster, C4H25N2O9 overall. The level of theory is ωB97M-V with the def2-TZVPD basis set.

Last column: Löwdin charge in e.
Geometry (Å):
1 C -1.78 -0.39 -1.92  -0.129
2 O -2.09 0.94 -2.44  -0.070
3 C -0.47 -0.16 -1.14  -0.262
4 C -0.66 -0.23 0.40  -0.057
5 C -1.36 -1.52 0.74  -0.471
6 N -2.20 -1.47 1.79  0.221
7 O -1.34 -2.49 0.00  0.035
8 N 0.19 1.12 -1.45  0.239
9 H -2.62 -0.67 -1.31  0.128
10 H -1.65 -1.04 -2.77  0.134
11 H -2.99 0.93 -2.80  0.101
12 H 0.13 -1.03 -1.41  0.126
13 H 0.34 -0.18 0.82  0.113
14 H -1.30 0.64 0.54  0.107
15 H -2.71 -2.30 2.05  0.131
16 H -2.38 -0.63 2.32  0.084
17 H 0.36 1.32 -2.44  0.167
18 H 1.14 1.00 -1.05  0.106
19 H -0.30 1.87 -0.97  0.157
20 H -0.14 -3.30 -0.34  -0.043
21 H 0.90 -4.10 0.42  0.064
22 O 0.79 -3.53 -0.35  -0.056
23 H 3.45 0.06 -3.05  0.040
24 H 2.20 -0.20 -2.39  0.002
25 O 2.65 0.53 -2.87  -0.056
26 H 3.43 1.61 0.83  0.062
27 H 3.26 1.79 -0.69  0.035
28 O 2.79 1.80 0.14  -0.040
29 H -0.47 0.34 3.49  0.047
30 H 0.99 0.22 3.86  0.048
31 O 0.42 0.31 3.11  -0.019
32 H 2.47 -2.36 -1.33  0.067
33 H 1.79 -1.68 -0.27  0.025
34 O 2.40 -1.45 -1.00  -0.072
35 H 0.53 3.61 1.88  0.069
36 H 0.71 2.06 1.62  0.003
37 O 0.18 2.84 1.44  -0.045
38 H -1.40 1.93 2.32  -0.014
39 H -2.95 2.22 1.96  0.066
40 O -2.29 1.60 2.25  -0.044

Summary:
* DFT total energy: -25956.396 eV
* total charge: +1
* E_HOMO: -13.450 eV
* gap between HOMO and LUMO: 10.90 eV
* energy above the lowest of the compared OMol25 structures with the same formula, charge and spin: 104.0 kJ/mol